{"formula": "C53H57AlBrNO2P3", "method": "ωB97M-V/def2-TZVPD", "e_homo_ha": -0.336, "total_energy_ha": -6099.63035, "total_charge": 1, "species": ["Al", "O", "P", "C", "P", "O", "C", "C", "C", "C", "C", "C", "C", "C", "C", "C", "C", "C", "C", "C", "C", "C", "C", "C", "C", "C", "C", "C", "C", "C", "H", "H", "H", "H", "H", "H", "H", "H", "H", "H", "H", "H", "H", "H", "H", "H", "H", "H", "H", "H", "H", "H", "C", "C", "C", "P", "C", "C", "C", "C", "C", "C", "C", "C", "C", "C", "N", "C", "C", "C", "C", "C", "C", "C", "C", "C", "H", "H", "H", "H", "H", "H", "H", "H", "H", "H", "H", "H", "H", "H", "H", "H", "H", "H", "H", "H", "H", "H", "H", "H", "H", "H", "H", "H", "H", "H", "H", "Br", "C", "C", "C", "C", "C", "C", "H", "H", "H", "H"], "xyz": [[-0.598, 0.438, -0.402], [-1.195, -1.399, -0.942], [-0.968, -2.885, -0.984], [0.466, -3.314, 0.048], [1.589, -1.907, 0.316], [0.963, -0.570, -0.012], [2.936, -2.201, -0.824], [3.978, -3.066, -0.487], [4.940, -3.379, -1.438], [4.858, -2.837, -2.716], [3.821, -1.976, -3.049], [2.857, -1.657, -2.105], [2.150, -1.979, 2.000], [2.230, -3.184, 2.703], [2.730, -3.196, 3.994], [3.148, -2.009, 4.584], [3.061, -0.809, 3.891], [2.563, -0.784, 2.596], [-0.631, -3.365, -2.664], [-1.524, -2.881, -3.628], [-1.337, -3.203, -4.961], [-0.263, -4.000, -5.339], [0.636, -4.464, -4.390], [0.455, -4.148, -3.050], [-2.327, -3.873, -0.358], [-2.650, -3.796, 1.003], [-3.683, -4.558, 1.520], [-4.397, -5.415, 0.687], [-4.074, -5.507, -0.657], [-3.040, -4.743, -1.182], [1.034, -4.122, -0.409], [0.081, -3.677, 1.000], [4.057, -3.475, 0.515], [5.759, -4.038, -1.179], [5.614, -3.078, -3.453], [3.765, -1.550, -4.043], [2.050, -0.975, -2.355], [1.914, -4.117, 2.250], [2.792, -4.128, 4.541], [3.534, -2.020, 5.596], [3.368, 0.117, 4.360], [2.470, 0.161, 2.068], [-2.340, -2.228, -3.336], [-2.024, -2.825, -5.707], [-0.122, -4.254, -6.382], [1.482, -5.069, -4.692], [1.177, -4.503, -2.325], [-2.110, -3.130, 1.665], [-3.934, -4.484, 2.570], [-5.204, -6.014, 1.092], [-4.624, -6.179, -1.303], [-2.795, -4.829, -2.232], [3.798, 1.129, -0.418], [2.992, 2.133, -1.249], [3.803, 3.421, -1.429], [1.231, 2.316, -0.663], [0.777, 3.971, -1.338], [-0.542, 4.522, -0.812], [0.730, 3.884, -2.868], [1.299, 2.385, 1.169], [2.390, 2.874, 1.895], [2.492, 2.754, 3.274], [3.685, 3.289, 4.030], [1.457, 2.086, 3.930], [0.360, 1.606, 3.244], [0.229, 1.785, 1.864], [-0.956, 1.369, 1.192], [-2.207, 1.691, 1.833], [-2.463, 2.906, 2.516], [-1.506, 4.056, 2.771], [-3.731, 3.126, 3.060], [-4.778, 2.235, 2.963], [-6.136, 2.529, 3.549], [-4.516, 1.051, 2.289], [-3.274, 0.773, 1.740], [-3.094, -0.550, 1.060], [4.644, 0.755, -0.999], [3.203, 0.278, -0.108], [4.197, 1.599, 0.482], [2.851, 1.702, -2.245], [3.932, 3.967, -0.492], [3.367, 4.104, -2.156], [4.801, 3.154, -1.788], [1.577, 4.643, -1.021], [-1.380, 3.880, -1.084], [-0.717, 5.507, -1.251], [-0.532, 4.641, 0.266], [-0.145, 3.308, -3.184], [1.614, 3.415, -3.309], [0.642, 4.888, -3.291], [3.194, 3.372, 1.366], [4.259, 3.986, 3.420], [4.361, 2.486, 4.335], [3.377, 3.812, 4.937], [1.506, 1.953, 5.007], [-0.445, 1.115, 3.779], [-0.605, 4.042, 2.179], [-1.190, 4.061, 3.817], [-2.024, 4.998, 2.582], [-3.893, 4.068, 3.578], [-6.106, 3.408, 4.195], [-6.501, 1.687, 4.140], [-6.872, 2.720, 2.763], [-5.303, 0.309, 2.186], [-3.911, -1.227, 1.305], [-2.162, -1.015, 1.383], [-3.069, -0.465, -0.029], [-3.943, 2.803, -5.679], [-3.020, 2.092, -4.188], [-1.919, 1.277, -4.399], [-1.238, 0.774, -3.297], [-1.615, 1.061, -1.981], [-2.748, 1.874, -1.823], [-3.453, 2.391, -2.910], [-1.601, 1.047, -5.409], [-0.381, 0.126, -3.487], [-3.103, 2.130, -0.826], [-4.323, 3.016, -2.764]]}


{"formula": "C8H3N5O", "method": "ωB97M-V/def2-TZVPD", "e_homo_ha": [-0.253, -0.380], "total_energy_ha": -655.33183, "multiplicity": 3, "species": ["C", "C", "C", "C", "C", "C", "C", "C", "N", "N", "N", "N", "N", "O", "H", "H", "H"], "xyz": [[2.108, -1.052, -1.205], [1.696, -0.269, 0.988], [-0.384, 2.044, -0.964], [0.210, 1.620, 1.156], [-0.026, -1.696, -0.209], [-1.679, 0.273, 0.294], [1.237, -0.897, -0.105], [-0.694, 1.375, 0.234], [2.909, -1.032, -2.036], [1.771, 0.492, 1.954], [-0.287, 2.414, -2.030], [1.086, 1.648, 2.003], [-1.201, -0.986, -0.273], [-0.041, -2.891, -0.352], [-2.161, -0.049, 1.352], [-2.584, 0.607, -0.195], [-1.961, -1.602, -0.611]]}


{"formula": "C20H18N3NiO8P", "method": "ωB97M-V/def2-TZVPD", "e_homo_ha": [-0.363, -0.366], "total_energy_ha": -3388.80828, "species": ["Ni", "O", "C", "O", "C", "C", "N", "N", "C", "C", "O", "O", "H", "H", "H", "C", "P", "C", "C", "C", "C", "C", "C", "C", "H", "H", "H", "H", "H", "H", "H", "H", "H", "H", "H", "O", "C", "O", "C", "C", "C", "C", "C", "C", "N", "O", "O", "H", "H", "H", "H"], "xyz": [[0.361, -0.878, -0.313], [4.719, -2.499, 2.849], [5.173, -2.002, 1.714], [6.347, -1.845, 1.494], [4.162, -1.634, 0.681], [4.480, -1.076, -0.546], [3.337, -0.881, -1.210], [2.284, -1.260, -0.488], [2.762, -1.717, 0.665], [1.731, -2.176, 1.655], [2.074, -2.633, 2.738], [0.530, -2.033, 1.239], [3.726, -2.590, 2.870], [5.442, -0.825, -0.958], [3.199, -0.388, -2.077], [-3.033, -0.146, -1.061], [-1.849, -0.945, 0.064], [-2.215, -0.272, 1.708], [-2.362, -2.679, 0.082], [-1.883, -3.494, -0.940], [-2.239, -4.829, -0.999], [-3.071, -5.365, -0.027], [-3.546, -4.561, 0.998], [-3.195, -3.221, 1.053], [-4.051, -0.371, -0.743], [-2.884, -0.521, -2.073], [-2.882, 0.932, -1.062], [-3.268, -0.381, 1.965], [-1.964, 0.789, 1.712], [-1.591, -0.787, 2.437], [-1.220, -3.081, -1.697], [-1.860, -5.454, -1.796], [-3.343, -6.411, -0.064], [-4.187, -4.979, 1.763], [-3.564, -2.613, 1.867], [2.367, 1.593, -0.604], [1.177, 1.820, -0.765], [0.247, 0.936, -0.913], [0.675, 3.252, -0.814], [-0.683, 3.533, -0.914], [-1.129, 4.842, -0.943], [-0.188, 5.857, -0.877], [1.172, 5.606, -0.779], [1.597, 4.290, -0.745], [-0.651, 7.250, -0.912], [-1.851, 7.445, -0.947], [0.191, 8.125, -0.906], [-1.383, 2.713, -0.975], [-2.177, 5.089, -1.018], [1.867, 6.430, -0.729], [2.646, 4.044, -0.658]]}


{"formula": "C31H39BN5O", "method": "ωB97M-V/def2-TZVPD", "e_homo_ha": -0.338, "total_energy_ha": -1578.19498, "total_charge": 1, "species": ["C", "N", "C", "C", "C", "C", "N", "B", "H", "C", "C", "H", "H", "H", "H", "H", "H", "H", "H", "H", "H", "H", "H", "C", "N", "C", "O", "C", "C", "C", "C", "N", "C", "C", "C", "C", "C", "C", "N", "C", "C", "C", "C", "C", "C", "C", "C", "C", "C", "C", "C", "H", "H", "H", "H", "H", "H", "H", "H", "H", "H", "H", "H", "H", "H", "H", "H", "H", "H", "H", "H", "H", "H", "H", "H", "H", "H"], "xyz": [[6.451, 4.822, 13.666], [5.803, 5.373, 12.473], [6.743, 5.666, 11.389], [4.489, 4.974, 12.153], [3.410, 5.875, 12.330], [2.138, 5.511, 11.987], [1.832, 4.271, 11.496], [0.339, 4.317, 11.292], [1.763, 0.631, 10.281], [2.864, 3.359, 11.343], [4.177, 3.689, 11.646], [5.694, 4.672, 14.448], [6.957, 3.859, 13.457], [7.200, 5.551, 14.005], [6.196, 6.125, 10.554], [7.492, 6.370, 11.778], [7.260, 4.755, 11.031], [3.560, 6.875, 12.731], [1.270, 6.162, 12.087], [-0.340, 3.672, 12.043], [-0.065, 4.638, 10.210], [2.646, 2.350, 10.987], [5.024, 2.993, 11.509], [3.363, -4.712, 12.717], [2.406, -3.624, 12.786], [1.895, -3.230, 14.000], [2.193, -3.683, 15.087], [0.911, -2.079, 13.687], [1.104, -0.844, 14.580], [0.862, -1.131, 16.019], [-0.322, -1.518, 16.622], [-0.081, -1.776, 17.954], [1.251, -1.534, 18.256], [1.997, -1.719, 19.421], [3.378, -1.466, 19.368], [3.987, -1.053, 18.169], [3.245, -0.877, 16.996], [1.874, -1.113, 17.045], [1.131, -1.844, 12.261], [0.552, -0.794, 11.645], [0.599, -0.557, 10.267], [0.866, 0.776, 9.694], [1.113, 0.898, 8.216], [1.894, 1.991, 7.810], [2.526, 1.956, 6.568], [2.269, 0.886, 5.706], [1.398, -0.133, 6.082], [0.756, -0.121, 7.320], [2.048, -2.794, 11.621], [3.310, -2.124, 11.041], [1.393, -3.687, 10.552], [3.408, -5.192, 13.703], [3.038, -5.446, 11.966], [4.366, -4.341, 12.445], [-0.109, -2.472, 13.844], [2.132, -0.481, 14.462], [0.429, -0.055, 14.223], [-1.306, -1.649, 16.179], [-0.771, -2.090, 18.635], [1.473, -2.055, 20.316], [3.971, -1.596, 20.278], [5.062, -0.879, 18.174], [3.712, -0.572, 16.059], [-0.017, -0.098, 12.275], [0.777, -1.330, 9.529], [0.286, 1.692, 9.956], [2.105, 2.782, 8.547], [3.204, 2.772, 6.311], [2.749, 0.868, 4.740], [1.185, -0.954, 5.419], [0.116, -0.929, 7.688], [3.790, -1.506, 11.814], [4.014, -2.898, 10.699], [3.035, -1.491, 10.190], [0.397, -3.998, 10.897], [1.301, -3.145, 9.605], [2.014, -4.585, 10.394]]}


Please write out number 2 again, unchanged.
{"formula": "C8H3N5O", "method": "ωB97M-V/def2-TZVPD", "e_homo_ha": [-0.253, -0.380], "total_energy_ha": -655.33183, "multiplicity": 3, "species": ["C", "C", "C", "C", "C", "C", "C", "C", "N", "N", "N", "N", "N", "O", "H", "H", "H"], "xyz": [[2.108, -1.052, -1.205], [1.696, -0.269, 0.988], [-0.384, 2.044, -0.964], [0.210, 1.620, 1.156], [-0.026, -1.696, -0.209], [-1.679, 0.273, 0.294], [1.237, -0.897, -0.105], [-0.694, 1.375, 0.234], [2.909, -1.032, -2.036], [1.771, 0.492, 1.954], [-0.287, 2.414, -2.030], [1.086, 1.648, 2.003], [-1.201, -0.986, -0.273], [-0.041, -2.891, -0.352], [-2.161, -0.049, 1.352], [-2.584, 0.607, -0.195], [-1.961, -1.602, -0.611]]}